The ion C15H26BN4O3 with charge +1. Source: the OMol25 dataset; level of theory: ωB97M-V/def2-TZVPD.

The geometry in ORCA input format:
```
! wB97M-V def2-TZVPD RIJCOSX def2/J DEFGRID3
* xyz 1 1
O 0.76 4.25 0.29
O -2.14 1.23 -0.72
O 0.08 3.18 -1.70
N -0.13 0.10 -0.97
N -0.18 1.97 0.46
N 4.09 -1.28 -1.62
N 1.66 0.55 0.45
C -1.68 1.88 0.42
C -4.71 -0.86 -1.01
C 3.83 -2.53 -1.22
C -1.61 -0.06 -0.72
C 2.38 -0.57 -0.09
C 0.46 0.83 0.00
C -3.66 -0.61 -2.10
C -2.24 -1.04 -1.70
C -2.24 -2.44 -1.07
C 1.74 1.24 2.87
C 2.35 1.37 1.48
C 1.82 -0.19 3.43
C 2.86 -2.87 -0.29
C 3.35 -0.33 -1.06
C 2.11 -1.87 0.31
B 0.23 3.18 -0.36
H -5.04 -1.89 -0.99
H 2.40 2.40 1.14
H -3.92 -1.16 -3.00
H -1.70 -0.46 0.30
H 0.27 -0.82 -1.10
H 1.88 -0.15 4.51
H 0.96 -0.78 3.13
H 0.37 4.03 -2.06
H 2.72 -0.69 3.06
H -2.05 1.40 1.33
H -2.58 -2.42 -0.03
H 0.68 4.17 1.25
H -1.25 -2.89 -1.08
H -1.62 -1.13 -2.59
H -4.35 -0.57 -0.03
H -2.07 2.89 0.40
H 2.70 -3.91 -0.03
H 3.36 0.99 1.52
H 2.26 1.92 3.54
H 4.42 -3.31 -1.67
H -5.59 -0.25 -1.23
H 1.37 -2.10 1.06
H 0.70 1.56 2.85
H -2.91 -3.11 -1.61
H -3.66 0.45 -2.35
H 3.54 0.69 -1.38
*
```

Output
SMILES: CCCN(C1=[N+](B(O)O)CO[C@@H]([C@@H](C)CC)N1)c1cccnc1
Molecular weight in g/mol: 321.21
Frontier orbital gap in eV: 10.29